[1]
10
Properties=species:S:1:pos:R:3:forces:R:3:lowdin_charge:R:1 method="wB97M-V/def2-TZVPD" charge=0 total_energy_ha=-329.4552 relative_energy_kj_mol=281.5 orbital_gap_ev=11.2 multiplicity=1
C -1.20769 -1.22108 -0.03999 -0.6667 3.5453 -0.1329 -0.048
C 0.91987 -0.30366 0.30811 0.6122 -0.5312 0.2305 -0.096
O 0.63360 2.65647 -0.25114 0.9521 -1.3049 0.8627 -0.149
O 0.20903 -1.28308 -0.10110 0.3640 -0.7444 -0.8851 -0.067
F 2.17853 -0.79168 0.25578 -0.5806 0.6149 -0.0316 0.022
H -1.75300 -1.06347 -0.98214 1.0503 -0.1146 -0.3464 0.098
H -1.43436 -0.25292 0.52541 -0.1956 -1.8502 -0.0519 0.116
H -1.51307 -2.16088 0.29567 -0.6562 -1.0650 1.3017 0.073
H 0.34449 1.88736 0.33748 0.9369 1.3598 -1.2286 0.000
H 1.62261 2.53295 -0.34808 -1.8165 0.0902 0.2814 0.052

***

[2]
10
Properties=species:S:1:pos:R:3:forces:R:3:lowdin_charge:R:1 method="wB97M-V/def2-TZVPD" charge=0 total_energy_ha=-975.3191 relative_energy_kj_mol=289.7 orbital_gap_ev="9.0 / 6.8" multiplicity=1
C -1.26423 -2.35915 -1.46623 0.2110 3.3799 3.7917 -0.382
C 0.57095 -1.46250 2.52738 0.7703 0.7155 0.0073 -0.046
F 0.91732 -2.26086 1.51844 -0.3580 -0.1730 0.1360 -0.062
S -0.22567 -0.86317 -1.98912 -0.6279 0.1108 1.4882 0.294
S -0.27921 0.43649 -0.47838 -0.0253 -0.6507 -0.8118 0.073
H -0.92334 -2.95467 -2.20294 0.7007 -2.9286 -2.0226 -0.046
H -2.30863 -2.07600 -1.56065 -0.0009 -0.1599 -0.0751 0.028
H -1.01780 -2.62597 -0.35587 -0.2573 0.2654 -2.3391 0.071
H 0.99599 -0.48606 2.53258 0.5164 0.3845 -0.3101 0.033
H -0.27613 -1.62386 3.13350 -0.9287 -0.9439 0.1356 0.036

***

[3]
10
Properties=species:S:1:pos:R:3:forces:R:3:lowdin_spin:R:1 method="wB97M-V/def2-TZVPD" s2=8.76 charge=+1 total_energy_ha=-1177.3636 relative_energy_kj_mol=0.0 orbital_gap_ev="6.8 / 7.3" multiplicity=6
C -0.41118 -0.30762 0.20757 -0.6327 0.1484 0.1286 0.003
C -0.50047 1.15824 -0.25250 -1.7940 -0.7425 -0.3868 -0.001
O 0.68017 1.85827 0.01596 3.2575 -1.5095 0.0369 -0.022
Ho 2.37894 0.60811 -0.07026 -4.9159 -0.6676 -0.1872 4.067
H -0.47095 -0.34857 1.31046 0.0420 -0.0262 -0.2607 0.000
H -1.26550 -0.88337 -0.18853 0.2547 0.2421 0.1343 0.000
H -1.37136 1.62056 0.25295 0.4663 -0.0093 -0.1833 0.000
H -0.72565 1.16583 -1.34050 0.2343 0.1309 0.4461 0.000
O 0.79856 -0.90285 -0.23544 3.0848 2.4724 0.2649 0.021
H 0.88744 -3.96860 0.30030 0.0030 -0.0387 0.0072 0.932

***

[4]
12
Properties=species:S:1:pos:R:3:forces:R:3:lowdin_spin:R:1 method="wB97M-V/def2-TZVPD" s2=2.02 charge=+1 total_energy_ha=-858.9047 orbital_gap_ev="6.9 / 5.5" multiplicity=3
C 0.27675 -1.24209 -0.63735 2.0579 -1.3453 -1.8919 0.003
C 1.46127 1.00307 -0.42014 2.3126 -0.8703 1.9448 0.001
N 0.41879 -2.36468 -1.05514 -0.5663 6.6049 3.3218 0.000
N 0.36049 0.05246 -0.29453 -1.1276 -3.5185 -0.4631 0.008
O -2.10274 0.45404 1.16601 -0.3223 0.0664 -0.1157 0.556
I -1.53919 0.13706 3.15723 0.2156 -0.0650 0.2430 0.680
I -4.00303 0.85830 0.53840 0.2364 -0.0180 -0.1086 0.742
H 2.00154 1.08384 -1.33352 0.2294 -1.0506 -0.9491 0.000
H 2.20523 0.92771 0.45517 -1.1503 -0.2298 -1.3490 0.000
H 1.05538 1.94993 -0.35871 -1.3177 1.9019 0.4662 0.001
H 0.27963 -3.19397 -1.54101 -0.3729 -1.4809 -0.9866 0.000
H -0.41412 0.33434 0.32359 -0.1949 0.0051 -0.1118 0.010

***

[5]
10
Properties=species:S:1:pos:R:3:forces:R:3:lowdin_charge:R:1 method="wB97M-V/def2-TZVPD" smiles=NN1C[C@H]1I charge=0 total_energy_ha=-486.3010 relative_energy_kj_mol=147.6 orbital_gap_ev=9.9 multiplicity=1
N 1.17688 -0.14705 1.16727 1.3507 -1.4305 0.0360 0.023
N -0.10528 0.01345 0.67127 0.3087 1.9965 -0.5084 -0.231
C -0.56582 -0.61075 -0.50463 -1.6934 -0.2722 -0.5057 -0.205
C -0.32928 0.85801 -0.49846 -1.9318 -0.9649 1.8614 -0.785
I -1.76185 2.36329 -0.42578 -0.5366 0.3383 0.1624 0.787
H 1.65063 -0.65785 0.40991 0.6410 0.2623 0.5630 0.079
H 1.08336 -0.85512 1.92114 0.1491 0.7442 -0.4634 0.094
H -1.46831 -1.09003 -0.19661 -1.0388 -0.1658 -0.9741 0.098
H -0.04870 -1.05012 -1.34012 0.9688 -0.7154 0.3324 0.106
H 0.36837 1.17617 -1.20399 1.7823 0.2075 -0.5037 0.034

***

[6]
13
Properties=species:S:1:pos:R:3:forces:R:3:lowdin_charge:R:1 method="wB97M-V/def2-TZVPD" charge=0 total_energy_ha=-1034.9506 relative_energy_kj_mol=209.6 orbital_gap_ev=8.7 multiplicity=1
C 0.24842 1.14714 -0.78198 -0.1571 -0.0111 -0.6516 -0.206
C -0.64225 -0.02956 -1.31654 -2.1634 -0.4614 1.8015 -0.258
N 1.03026 0.72454 0.40964 0.2195 -1.5319 -1.1434 -0.116
N -0.13335 -1.23378 -0.67278 1.1863 -0.6253 1.5392 -0.220
O 1.59710 -1.69545 1.20222 -0.1580 -0.2933 -0.0308 -0.304
O -0.55893 -0.54756 1.79164 1.3603 1.2528 -1.2061 -1.025
S 0.59596 -0.87854 0.61419 -1.4187 0.8303 -0.2668 0.579
I -1.21442 -1.92268 2.92853 -0.6249 -1.4244 1.0796 0.994
H 0.76096 1.40405 -1.71724 0.9909 0.5087 0.9533 0.110
H -0.23224 1.98191 -0.32565 -1.1768 0.8388 -0.8960 0.098
H -1.80077 0.14690 -1.02243 2.4917 -0.4358 -1.0234 0.148
H -0.47688 -0.36115 -2.35058 -0.5387 1.3760 -0.0717 0.103
H 0.82612 1.26417 1.24100 -0.0111 -0.0235 -0.0838 0.099

***

[7]
12
Properties=species:S:1:pos:R:3:forces:R:3:lowdin_charge:R:1 method="wB97M-V/def2-TZVPD" charge=0 total_energy_ha=-959.7634 relative_energy_kj_mol=105.7 orbital_gap_ev=8.9 multiplicity=1
C -1.43928 1.21584 0.33797 2.3766 -1.4335 0.0280 -0.789
C 1.05089 -0.94428 0.36201 -1.4624 2.9361 1.4598 -0.355
N -1.20001 0.13686 1.00315 -1.2645 1.9610 -0.7501 -0.348
N 1.42588 -0.31894 -0.82463 0.0574 1.6215 -1.1025 -0.042
O -1.16678 -1.14490 -1.23332 0.1653 0.0046 -1.0550 -0.538
S -0.90075 -1.30121 0.19426 0.6838 0.0799 1.0415 0.875
I -1.56385 2.96483 1.46994 -0.2451 0.1440 -0.1508 0.785
H -1.11714 1.36119 -0.75399 -1.3191 -0.3785 1.3104 0.071
H 1.44481 -1.87423 0.59629 0.9693 -1.7967 0.0227 0.040
H 1.22599 -0.20139 1.23676 -0.4979 -1.6002 -1.2661 0.123
H 0.87023 -0.62494 -1.65133 0.5191 0.2241 0.7742 0.077
H 1.37001 0.73116 -0.73712 0.0175 -1.7622 -0.3122 0.100

***

[8]
12
Properties=species:S:1:pos:R:3:forces:R:3:lowdin_charge:R:1 method="wB97M-V/def2-TZVPD" charge=0 total_energy_ha=-595.7055 relative_energy_kj_mol=291.1 orbital_gap_ev="7.0 / 8.1" multiplicity=1
C 0.34021 2.55219 0.38731 -2.3717 1.0770 -0.7130 0.013
C 0.90995 1.45379 -0.07383 -1.0862 2.0120 1.0343 -0.304
N 0.15814 0.81493 -0.97537 -0.5337 -0.9947 -2.4927 -0.092
N -0.30050 -0.19257 -1.30150 -0.2603 -0.8145 0.3061 0.157
N -0.79346 -2.87118 -0.20662 -1.6168 1.8832 1.4789 -0.142
N 0.05210 -1.86276 0.17568 0.9999 -1.3484 -2.2664 -0.732
I -0.15584 -1.08002 1.96205 -0.6999 0.3908 1.5258 0.733
H 0.72891 3.08099 1.20990 0.5567 0.6750 0.6628 0.042
H -0.67675 2.88376 -0.03723 1.7369 -0.5994 0.8549 0.104
H 1.87532 1.21109 0.19250 1.8647 -1.2663 0.3593 0.088
H -0.38956 -3.45761 -0.88676 0.5735 -0.4107 -0.9786 0.051
H -1.74852 -2.53261 -0.44614 0.8369 -0.6039 0.2287 0.081

***

[9]
9
Properties=species:S:1:pos:R:3:forces:R:3:lowdin_charge:R:1 method="wB97M-V/def2-TZVPD" smiles="C=CO.I" charge=0 total_energy_ha=-452.0773 relative_energy_kj_mol=118.0 orbital_gap_ev=9.6 multiplicity=1
C 0.64561 -1.40646 -0.98140 -0.9185 2.4579 -1.8300 0.003
C -0.06140 -0.40637 -0.42318 -0.0841 -0.8696 -2.6419 -0.268
O -0.89302 0.41482 -1.14674 -0.7999 0.0527 -1.4339 -0.066
H 1.34055 -1.96153 -0.49821 1.6520 -1.5810 2.1321 -0.001
H 0.88079 -1.46162 -2.07260 -1.1347 0.1567 0.7461 0.073
H -0.09718 -0.07731 0.59007 0.1344 -0.3298 0.6745 0.031
H -1.14501 0.14756 -2.09660 1.1612 0.0757 2.3513 0.145
I -0.25105 2.34404 2.50120 -0.0829 0.0726 0.6048 0.408
H -0.41929 2.40687 4.12746 0.0725 -0.0352 -0.6029 -0.325

***

[10]
9
Properties=species:S:1:pos:R:3:forces:R:3:lowdin_charge:R:1 method="wB97M-V/def2-TZVPD" smiles="C=S.CI" charge=0 total_energy_ha=-775.0146 relative_energy_kj_mol=135.8 orbital_gap_ev="8.3 / 8.3" multiplicity=1
C -1.97344 -0.70380 0.95106 -1.8650 0.5229 2.2634 -0.545
S -3.18048 -0.02287 1.85822 1.7747 -0.7870 -1.4136 0.581
H -1.03922 -1.01131 1.37702 0.5530 0.2579 0.4476 -0.015
H -2.10313 -1.07413 -0.02713 -0.4556 0.0052 -1.3006 -0.021
C 1.40061 0.62882 -0.68832 1.1045 -1.8313 -0.9195 -0.545
I 3.28408 0.56407 -1.80543 -0.2778 -0.0952 0.3017 0.592
H 1.34144 -0.31255 -0.14188 0.2888 0.1311 0.1565 -0.022
H 1.57772 1.44244 -0.00389 -0.9750 0.4941 -0.3476 -0.016
H 0.69240 0.48933 -1.51964 -0.1476 1.3023 0.8121 -0.009